Entry 1:
ORCA calculation (the ωB97M-V functional and the def2-TZVPD basis) on a molecular structure, C31H34NO4PSe2V.

- Kohn-Sham gap (alpha / beta) (eV) = 6.677 / 7.558
- LUMO level (alpha / beta) (eV) = -3.28 / -2.40
- 2S+1 = 3
- charge = +1
- E_HOMO (alpha / beta) (eV) = -9.96 / -9.96

Each line ends with the Mulliken spin population.
Cartesian coordinates (Å):
1 Se 0.625 0.080 0.773  -0.046
2 Se -1.948 0.869 2.912  -0.024
3 V -1.681 0.796 0.461  2.062
4 P 0.186 0.519 2.870  0.044
5 O -3.550 -0.402 0.707  -0.036
6 O -0.967 1.943 -1.074  -0.028
7 O -1.964 0.035 -1.330  -0.012
8 O -3.315 2.255 0.351  -0.011
9 N 1.151 0.356 -2.677  0.000
10 C -2.040 1.268 -4.291  0.003
11 C 1.098 1.968 3.435  -0.014
12 C 1.487 -3.042 5.422  0.000
13 C 2.584 4.106 4.387  0.000
14 C -0.204 -1.446 4.805  -0.003
15 C -0.541 0.442 -5.970  -0.001
16 C 2.442 2.092 3.087  0.000
17 C -4.546 1.631 -0.053  0.008
18 C 0.187 0.521 -3.679  -0.004
19 C 4.413 -1.216 -2.019  0.000
20 C 0.445 -2.431 -3.205  0.001
21 C 2.369 -2.472 4.512  0.000
22 C 1.969 -1.391 3.744  -0.002
23 C 2.619 -4.423 -2.934  0.000
24 C -3.144 3.589 -0.168  0.013
25 C -4.714 0.428 0.828  0.005
26 C 3.182 3.160 3.566  0.000
27 C 0.438 0.221 -5.014  0.001
28 C 0.206 -2.532 5.570  0.000
29 C 0.682 -0.875 3.898  0.005
30 C -3.756 -1.634 -0.010  0.014
31 C 2.869 -2.954 -2.677  0.000
32 C 1.243 3.989 4.728  0.000
33 C -1.069 1.023 -3.327  0.030
34 C -1.359 1.036 -1.871  -0.001
35 C 1.841 -2.005 -2.825  -0.001
36 C 0.493 2.920 4.253  -0.003
37 C 2.138 -0.661 -2.587  0.002
38 C -1.773 0.985 -5.620  0.001
39 C 4.139 -2.551 -2.279  0.000
40 C 3.414 -0.275 -2.182  0.000
41 H 3.530 -4.996 -2.768  0.000
42 H 2.905 1.367 2.427  -0.001
43 H -4.125 -1.442 -1.015  -0.001
44 H 1.232 1.100 -2.007  0.000
45 H 0.276 -3.476 -2.962  0.000
46 H -1.203 -1.048 4.915  -0.001
47 H -2.181 3.948 0.168  -0.004
48 H -2.797 -2.133 -0.072  -0.002
49 H -5.377 2.321 0.085  0.000
50 H -3.007 1.666 -4.001  0.000
51 H -4.458 -2.252 0.544  0.003
52 H 1.801 -3.892 6.016  0.000
53 H 4.921 -3.295 -2.170  0.000
54 H 1.850 -4.825 -2.271  0.000
55 H 2.290 -4.602 -3.961  0.000
56 H 3.367 -2.875 4.396  0.000
57 H -4.483 1.346 -1.105  -0.002
58 H 0.776 4.732 5.362  0.000
59 H -2.524 1.173 -6.378  0.000
60 H 3.611 0.780 -2.013  0.000
61 H 2.650 -0.960 3.021  0.002
62 H -5.610 -0.125 0.555  -0.001
63 H 5.408 -0.909 -1.718  0.000
64 H -4.790 0.735 1.869  0.000
65 H 0.261 -2.312 -4.277  0.000
66 H -0.479 -2.982 6.278  0.000
67 H -0.308 -1.835 -2.683  0.000
68 H -3.170 3.584 -1.256  0.001
69 H 1.411 -0.172 -5.289  0.000
70 H 4.226 3.258 3.295  0.000
71 H 3.165 4.940 4.762  0.000
72 H -0.334 0.206 -7.006  0.000
73 H -0.551 2.831 4.517  -0.001
74 H -3.936 4.225 0.224  0.003

***

Entry 2:
ORCA calculation (the ωB97M-V functional and the def2-TZVPD basis) on a molecular structure, C31H35Br2N2OPTa.

- Kohn-Sham gap (alpha / beta) (eV) = 5.274 / 5.278
- LUMO level (alpha / beta) (eV) = -11.35 / -11.35
- charge = +3
- E_HOMO (alpha / beta) (eV) = -16.62 / -16.63

Each line ends with the Löwdin charge.
Cartesian coordinates (Å):
1 Ta 0.098 0.043 0.788  1.851
2 Br -2.956 4.240 5.315  0.950
3 Br -2.171 4.587 -0.184  0.904
4 P -1.195 -1.642 -0.308  1.003
5 O -0.830 1.730 0.389  -0.208
6 N -0.333 0.562 2.782  -0.090
7 N 1.532 -0.237 -0.444  -0.187
8 C 0.324 -1.973 -4.060  -0.239
9 C 1.304 2.229 -2.248  -0.032
10 C -2.517 3.359 3.737  -0.592
11 C -3.065 -1.397 -0.532  -0.462
12 C 4.612 4.474 0.769  -0.021
13 C 3.063 3.185 -0.787  0.041
14 C 1.656 -1.489 -4.002  0.055
15 C 2.091 -1.020 -2.764  0.024
16 C -0.564 -4.407 -0.767  -0.091
17 C -0.938 -3.782 1.637  -0.122
18 C -0.141 -2.557 -5.346  -0.026
19 C 3.279 0.861 0.797  -0.216
20 C -1.350 -3.507 0.171  -0.489
21 C -2.436 4.114 2.565  -0.125
22 C -0.139 -1.385 -1.802  -0.292
23 C -3.695 -2.280 -1.687  -0.062
24 C -1.270 2.364 1.477  -0.374
25 C -1.831 3.613 1.408  -0.553
26 C 3.889 3.204 0.369  -0.203
27 C 3.432 -0.408 1.536  -0.046
28 C -3.355 0.100 -0.723  -0.118
29 C 2.232 2.085 -1.088  -0.174
30 C -0.588 -1.816 -3.016  -0.047
31 C 1.212 -0.857 -1.691  -0.244
32 C -1.207 1.623 2.686  -0.168
33 C -1.943 1.174 4.956  0.113
34 C 3.972 2.031 1.120  0.024
35 C -1.940 2.062 3.809  -0.154
36 C -1.213 -0.040 4.891  0.006
37 C 2.368 0.854 -0.313  -0.245
38 C -0.317 -0.247 3.883  -0.077
39 H 3.095 -0.600 -2.694  0.142
40 H 0.670 -3.139 -5.793  0.098
41 H 3.031 4.051 -1.506  0.154
42 H -2.462 1.533 5.847  0.116
43 H -1.303 -4.827 1.989  0.142
44 H -3.358 -3.285 -1.684  0.052
45 H 0.475 -1.085 3.872  0.163
46 H -4.813 -2.332 -1.489  0.130
47 H 1.720 1.905 -3.183  0.092
48 H -0.565 -1.831 -6.093  0.126
49 H -0.910 -5.420 -0.629  0.097
50 H -2.655 0.727 -1.301  0.075
51 H 3.518 -1.165 0.748  0.100
52 H -3.383 0.495 0.326  0.083
53 H 2.165 -1.427 -4.970  0.151
54 H -2.773 5.133 2.574  0.111
55 H -1.508 -3.144 2.338  0.059
56 H 4.716 5.239 -0.022  0.097
57 H 0.094 -3.544 1.904  0.068
58 H -1.265 -0.823 5.594  0.120
59 H 4.102 4.960 1.652  0.119
60 H -0.588 -4.168 -1.852  0.081
61 H -2.403 -3.790 0.177  0.105
62 H 2.656 -0.625 2.261  0.049
63 H -3.419 -1.716 0.436  0.104
64 H 0.494 -4.522 -0.491  0.098
65 H 0.304 1.796 -2.070  0.074
66 H -4.342 0.304 -1.153  0.101
67 H 1.052 3.313 -2.371  0.110
68 H 4.640 2.137 1.973  0.141
69 H -0.905 -3.327 -5.035  0.107
70 H 5.643 4.285 1.086  0.096
71 H -1.624 -2.179 -3.191  0.119
72 H -3.546 -1.890 -2.701  0.082
73 H 4.381 -0.486 2.127  0.127

***

Entry 3:
ORCA calculation (the ωB97M-V functional and the def2-TZVPD basis) on a molecular structure, C31H35ClIrN2Si2.

- Kohn-Sham gap (alpha / beta) (eV) = 4.983 / 3.812
- LUMO level (alpha / beta) (eV) = -4.07 / -6.36
- 2S+1 = 5
- charge = +1
- E_HOMO (alpha / beta) (eV) = -9.05 / -10.17

Each line ends with the Mulliken spin population.
Cartesian coordinates (Å):
1 Ir -2.939 -0.108 -1.533  0.857
2 Cl -4.599 1.637 -1.857  0.032
3 Si -4.470 -0.683 -2.976  0.136
4 Si -1.189 1.885 -3.638  1.331
5 N -3.040 0.078 0.561  0.121
6 N -1.433 1.760 -0.567  0.058
7 C -0.715 -1.290 -6.177  -0.021
8 C -4.227 -1.656 -1.028  0.021
9 C -6.959 -2.159 -2.697  0.006
10 C -6.116 -2.289 0.386  0.002
11 C -4.976 -0.058 -7.555  -0.007
12 C -0.948 0.937 -5.191  0.125
13 C -8.744 -0.084 -2.878  -0.001
14 C -8.319 -2.397 -2.506  0.000
15 C -0.748 -1.675 -0.458  0.277
16 C 0.363 -0.260 -1.950  0.445
17 C -0.225 1.481 -6.281  0.041
18 C -1.853 0.396 1.443  0.014
19 C -9.228 -1.345 -2.547  0.004
20 C -7.375 0.140 -3.044  0.003
21 C 0.471 -1.301 0.103  0.235
22 C -5.404 -1.321 -0.289  -0.027
23 C -5.549 -3.570 0.453  -0.004
24 C 1.160 -0.434 -0.818  0.041
25 C -0.949 -0.981 -1.731  -0.013
26 C -4.319 -3.894 -0.135  0.001
27 C -6.459 -0.883 -2.878  0.005
28 C -4.706 -0.309 -4.858  -0.012
29 C 0.343 0.615 -7.215  -0.036
30 C -3.713 -2.975 -0.978  -0.013
31 C 0.136 -0.772 -7.151  0.083
32 C -5.250 -1.299 -6.958  0.013
33 C -5.127 -1.414 -5.586  0.015
34 C -1.227 1.653 0.929  0.025
35 C -4.741 1.083 -6.773  0.011
36 C -1.270 -0.445 -5.213  0.048
37 C -4.621 0.962 -5.378  0.043
38 H -1.375 -1.500 -2.604  -0.018
39 H -1.951 -0.837 -4.450  0.005
40 H -10.293 -1.523 -2.379  0.000
41 H -5.019 0.028 -8.642  0.000
42 H -8.669 -3.411 -2.358  0.000
43 H -3.830 -4.848 0.084  0.000
44 H -0.731 3.199 -3.747  0.107
45 H -7.045 1.120 -3.347  0.003
46 H -4.099 -2.050 -3.393  0.007
47 H -0.062 2.551 -6.342  -0.004
48 H -0.971 -2.342 -6.138  -0.001
49 H -7.091 -2.048 0.850  0.000
50 H -2.162 0.532 2.492  0.009
51 H -0.504 1.904 -0.987  -0.014
52 H 0.638 -1.444 -7.845  0.007
53 H -9.439 0.725 -3.051  0.000
54 H -0.156 1.669 1.158  0.000
55 H -4.667 2.079 -7.219  0.000
56 H -1.882 2.664 -0.734  -0.001
57 H -4.459 1.803 -4.701  0.006
58 H -3.443 -0.771 0.958  -0.008
59 H -2.847 -3.202 -1.579  0.003
60 H 0.670 0.162 -2.920  -0.008
61 H -1.703 2.509 1.433  0.000
62 H -5.567 -2.152 -7.549  0.000
63 H -6.286 -3.005 -2.684  -0.001
64 H -1.479 -2.369 -0.059  0.054
65 H -6.090 -4.325 1.012  0.000
66 H 2.169 -0.024 -0.649  0.003
67 H -5.364 -2.345 -5.075  0.002
68 H 0.856 -1.596 1.082  -0.008
69 H 0.988 1.029 -7.989  0.000
70 H -1.170 -0.461 1.440  0.000
71 H -5.781 -0.303 -0.376  0.004
72 H -3.749 0.800 0.690  -0.007

***

E across the listed records, respectively: -7645.54881; -6932.37947; -2454.75966 Ha.
Relative energy (zero: lowest compared OMol25 entry of this formula, charge and spin) across the listed records, respectively: 16.4; 0.0; 107.5 kcal/mol.